1.
The following is a DFT calculation (the ωB97M-V functional and the def2-TZVPD basis) of a single C6H12N2 molecule.

Last column: Löwdin charge in e.
Atoms and positions in Å:
C -0.958 -0.028 1.032  -0.11
C 0.338 0.077 1.284  -0.14
C -1.610 -0.435 -0.288  -0.21
C -2.458 0.779 -0.770  -0.10
C 1.482 1.143 -0.699  -0.05
C 2.355 -1.972 0.509  -0.05
N 1.268 0.025 0.241  -0.24
N 2.230 -0.820 -0.018  -0.05
H -1.602 0.235 1.933  0.13
H 0.675 0.337 2.340  0.13
H -0.747 -0.684 -0.844  0.08
H -2.480 1.520 -0.060  0.02
H -3.461 0.395 -1.229  0.10
H -1.959 1.342 -1.620  0.08
H 2.499 1.230 -0.980  0.06
H 0.887 0.982 -1.673  0.10
H 1.077 2.079 -0.321  0.08
H 3.259 -2.482 0.275  0.04
H 1.541 -2.560 0.911  0.06
H -2.336 -1.161 -0.024  0.09

Computed properties:
Lowest unoccupied orbital energy: 1.08 eV
Highest occupied orbital energy: -7.947 eV
SMILES string: C=NN(C)/C=C\CC


2.
The following is a DFT calculation (the ωB97M-V functional and the def2-TZVPD basis) of 2 unconnected molecules or ions with the total composition C2H4NO2.

Last column: Löwdin charge in e.
Atoms and positions in Å:
O 0.023 0.057 2.034  -0.20
C -0.434 -0.716 1.149  -0.68
N -1.325 -0.475 0.196  -0.05
C 0.931 0.554 -1.189  -0.18
O 0.707 1.344 -2.087  -0.08
H -0.225 -1.785 1.311  0.07
H -1.485 0.535 0.198  -0.01
H 1.072 0.979 -0.193  0.07
H 0.735 -0.493 -1.419  0.06

Computed properties:
Lowest unoccupied orbital energy: 4.29 eV
Net charge: -1
Highest occupied orbital energy: -3.527 eV


3.
The following is a DFT calculation (the ωB97M-V functional and the def2-TZVPD basis) of a molecular structure, C10H10BiCl2I2O6STi.

Last column: Mulliken spin population.
Atoms and positions in Å:
I -3.308 1.325 -1.911  0.29
I -3.217 -2.186 -1.299  0.70
Bi -0.654 -1.822 0.143  -0.02
Ti -1.013 1.482 -0.733  0.04
S -0.401 -0.253 -2.043  0.01
C 0.766 2.454 -1.354  -0.01
C -0.291 2.814 0.955  0.01
C 1.033 -0.548 -3.388  -0.01
C 0.846 -1.966 -3.854  0.00
C 2.298 -0.336 -2.635  0.00
C 0.783 0.522 -4.421  0.00
C 0.237 -2.683 2.756  0.00
C 1.821 -3.052 -0.534  0.00
O -0.075 3.666 1.699  0.00
O 1.763 2.978 -1.669  0.00
O 0.588 -3.295 3.655  0.00
O 2.579 -3.913 -0.641  0.00
H 1.522 -2.246 -4.683  0.00
H -0.175 -2.153 -4.192  0.00
H 0.996 -2.683 -3.033  0.00
H 3.173 -0.437 -3.271  0.00
H 2.414 -1.053 -1.810  0.00
H 2.348 0.654 -2.176  0.00
H 1.479 0.411 -5.265  0.00
H 0.874 1.530 -4.000  0.00
H -0.240 0.477 -4.799  0.00
Cl -2.296 -1.218 3.489  0.00
C -1.839 0.602 3.243  0.00
Cl 0.007 0.777 3.148  0.00
C -2.559 0.909 1.934  -0.01
O -3.688 1.292 2.071  0.00
O -1.868 0.717 0.856  0.00
H -2.158 1.164 4.107  0.00

Computed properties:
Lowest unoccupied orbital energy (spin up / spin down): -17.01 / -17.68 eV
Net charge: +4
Highest occupied orbital energy (spin up / spin down): -22.850 / -22.834 eV
<S²>: 0.761
Spin multiplicity: 2


4.
The following is a DFT calculation (the ωB97M-V functional and the def2-TZVPD basis) of a molecular structure, C18H19F10LiN5OTe.

Last column: Löwdin charge in e.
Atoms and positions in Å:
Li 0.162 -0.444 0.019  0.50
F -0.151 -2.846 -1.769  0.03
C -1.328 -2.155 -1.853  -0.29
C -1.544 -1.086 -1.006  -0.01
C -2.761 -0.475 -1.208  -0.27
F -3.101 0.606 -0.428  0.02
C -3.701 -0.854 -2.151  -0.17
F -4.869 -0.194 -2.304  0.08
C -3.424 -1.936 -2.966  -0.16
F -4.310 -2.337 -3.893  0.09
C -2.219 -2.600 -2.815  -0.18
F -1.947 -3.654 -3.610  0.08
F 3.075 -0.190 3.112  -0.44
Te 1.645 0.566 2.040  1.81
F 1.931 2.309 2.778  -0.39
F 1.217 1.809 0.563  -0.44
F 3.314 0.876 1.073  -0.43
F 0.967 0.425 3.874  -0.41
O 1.178 -1.015 1.402  -0.64
C 3.660 -1.980 -1.282  -0.05
N 3.145 -1.401 -2.510  -0.16
C 4.096 -1.306 -3.596  -0.07
C 2.052 -0.567 -2.424  -0.44
N 1.543 -0.137 -1.335  0.09
N 1.497 -0.190 -3.653  -0.17
C 1.071 -1.278 -4.526  -0.06
C 0.508 0.875 -3.570  -0.07
H 4.245 -2.865 -1.540  0.09
H 2.832 -2.280 -0.642  0.09
H 4.294 -1.283 -0.724  0.10
H 5.054 -0.916 -3.233  0.09
H 3.715 -0.634 -4.360  0.08
H 4.275 -2.291 -4.040  0.08
H 2.168 -0.295 -0.558  -0.01
H 1.688 -2.157 -4.356  0.08
H 1.163 -0.974 -5.572  0.08
H 0.027 -1.550 -4.329  0.08
H -0.444 0.524 -3.154  0.08
H 0.344 1.271 -4.574  0.08
H 0.882 1.661 -2.919  0.08
N -2.368 2.260 2.133  0.15
C -1.135 2.128 1.619  -0.11
N -0.575 1.002 1.981  -0.05
C -1.509 0.321 2.767  -0.20
C -1.461 -0.928 3.380  0.00
C -2.538 -1.284 4.165  -0.08
C -3.639 -0.436 4.338  -0.10
C -3.724 0.778 3.688  -0.02
C -2.647 1.129 2.884  -0.18
H -3.000 3.013 1.937  0.16
H -0.671 2.861 0.982  0.15
H -0.604 -1.569 3.246  0.11
H -2.524 -2.236 4.679  0.10
H -4.443 -0.740 4.996  0.10
H -4.580 1.430 3.808  0.11

Computed properties:
Lowest unoccupied orbital energy: 2.45 eV
Net charge: -1
Highest occupied orbital energy: -5.905 eV


For the records above, the corresponding energy above the lowest of the compared OMol25 structures with the same formula, charge and spin values read 3.598 1.840 0.000 2.014 eV.
For the records above, the corresponding max |F| values read 0.092 0.041 0.163 0.105 hartree/bohr.